*w*
This record from the OMol25 dataset describes a 2-piece molecular cluster, C3H4O overall. The level of theory is the ωB97M-V functional and the def2-TZVPD basis.

Output
Spin multiplicity   1
HOMO (alpha / beta)   -9.09 / -9.07 eV

Positions of all 8 atoms, in Å:
C: 0.126 -0.545 -0.843
C: 0.358 -1.107 1.923
C: 0.231 0.916 -0.878
O: -1.003 0.048 -1.063
H: -0.760 -1.162 1.913
H: 0.500 -1.032 0.659
H: 0.107 1.454 0.044
H: 0.439 1.429 -1.755


*x*
This record from the OMol25 dataset describes one molecule with the formula C3H4O. The level of theory is the ωB97M-V functional and the def2-TZVPD basis.

Output
Spin multiplicity   1
HOMO   -10.20 eV
SMILES   C#CCO

Positions of all 8 atoms, in Å:
C: 1.832 0.312 -0.189
C: 0.725 -0.097 -0.154
C: -0.687 -0.366 -0.040
O: -1.675 0.654 -0.227
H: 2.906 0.286 -0.141
H: -0.681 -0.808 0.904
H: -0.798 -1.206 -0.681
H: -1.622 1.226 0.529


*y*
This record from the OMol25 dataset describes one molecule with the formula C3H4O. The level of theory is the ωB97M-V functional and the def2-TZVPD basis.

Output
Spin multiplicity   1
HOMO   -10.02 eV
SMILES   C#CCO

Positions of all 8 atoms, in Å:
C: 1.792 -0.222 0.035
C: 0.600 -0.293 0.232
C: -0.815 -0.316 -0.024
O: -1.416 0.955 -0.158
H: 2.689 0.085 0.499
H: -1.461 -0.896 0.636
H: -0.651 -0.942 -0.923
H: -0.737 1.629 -0.297


*z*
This record from the OMol25 dataset describes one molecule with the formula C3H4O. The level of theory is the ωB97M-V functional and the def2-TZVPD basis.

Output
Spin multiplicity   1
HOMO   -10.11 eV
SMILES   C=CC=O

Positions of all 8 atoms, in Å:
C: -0.029 1.245 -0.239
C: -0.364 0.120 0.346
C: 0.278 -1.219 0.014
O: 0.757 -1.462 -1.108
H: -0.734 2.143 -0.075
H: 0.728 1.127 -1.087
H: -1.103 -0.005 1.198
H: 0.467 -1.949 0.951


Ordering by calculated energy gives the sequence *z*, *x*, *y*, *w*, with the first entry being the most stable.